(1)
Here is the molecule C10H15N3O3S2 from OMol25. Energies are from the ωB97M-V functional and the def2-TZVPD basis.

Last column: Mulliken charge in e.
Positions of all 33 atoms, in Å:
N 3.0684 -0.3764 -0.6476  -0.112
C 3.2520 0.9767 -0.8945  0.092
H 0.3650 3.2916 2.3969  0.389
H -0.4969 0.7976 1.8682  0.197
C 0.3294 2.7535 1.4508  -0.760
C -0.8185 1.7526 1.4511  -0.471
H 1.1844 1.5565 -0.8989  0.090
H 3.8789 -0.9382 -0.8836  0.221
H -2.8647 -1.2093 -2.5895  0.417
S 1.9826 1.9898 1.3093  -0.146
O -2.4483 0.6948 0.1544  -0.355
H 0.2075 -4.2927 2.0263  0.388
H -2.2447 -1.6898 -0.9965  0.112
S 2.1170 -2.7923 0.1317  -0.263
C 2.1424 1.9030 -0.5154  -0.136
H -3.0839 1.1516 -1.7549  0.313
C -3.0646 0.2964 -1.0708  -0.312
C -0.3095 -3.8295 1.1873  -1.183
N -0.0023 -1.4661 0.6369  -0.895
H -0.4075 -4.5736 0.3977  0.307
H -1.2966 -3.5044 1.5049  0.306
N 0.8485 -0.5643 0.1627  0.383
C -2.3272 -0.8720 -1.7078  -0.887
H -4.0836 0.0166 -0.7959  0.335
H 0.2309 3.4649 0.6320  0.385
H -1.3271 -0.5613 -1.9989  0.248
O -0.9338 1.9132 -0.9619  -0.661
O 4.2895 1.3279 -1.3994  -0.616
C -1.3716 1.4717 0.0702  0.715
H 2.3788 2.9021 -0.8823  0.456
H -1.6437 2.1177 2.0662  0.495
C 1.9993 -1.0476 -0.1483  0.463
C 0.4500 -2.6605 0.6993  0.484

The calculation puts the lowest unoccupied orbital energy at 0.4 eV. The value obtained for the HOMO-LUMO gap is 8.8 eV. The HOMO energy is -8.42 eV. Its SMILES is CCOC(=O)CCSCC(=O)Nc1nnc(C)s1.

***

(2)
Here is C10H15N3O7P2PdS2 as an isolated structure from OMol25. Energies are from the ωB97M-V functional and the def2-TZVPD basis.

Last column: Löwdin spin population.
Positions of all 40 atoms, in Å:
C -3.9262 1.6433 -2.6202  0.000
N -1.3952 0.7706 -1.9508  0.073
C 1.4886 -3.0468 2.0530  0.000
H -0.9331 3.8941 -0.7659  0.002
H -3.3798 3.4428 -1.5613  0.001
H 2.2776 -2.5454 1.4931  0.000
H -2.3411 -2.6726 -0.4322  0.000
H -1.8184 -0.9772 -2.9301  0.001
P 0.1142 -0.7045 2.2061  0.003
H 5.2662 1.3108 0.6830  0.001
Pd 0.3687 0.1000 -0.7188  1.305
H 6.0345 2.8483 0.2130  0.001
H 1.6836 -2.9523 3.1213  0.000
H 5.1250 1.9143 -0.9842  0.007
H -2.0026 -0.7387 1.8052  0.000
O 0.7798 -2.0529 -0.9286  0.043
C 5.1735 2.1992 0.0637  0.014
S 3.7399 3.1791 0.5408  0.024
N 0.2174 2.2214 -0.4357  0.094
O 1.2376 0.1139 1.6936  0.043
O 0.0652 -0.7911 3.7972  0.002
C 0.1207 -2.4502 1.7086  0.000
C -0.8256 2.8160 -0.8472  0.006
O -0.9434 -3.0610 2.4476  0.000
C 2.3945 2.3344 -0.1837  0.039
O -1.6651 -1.9957 -0.2977  0.009
H 1.4874 -4.1038 1.7839  0.000
C -1.8147 1.9866 -1.5672  0.007
H -4.1141 -0.2666 -3.6024  0.000
P -0.2378 -2.7814 -0.0798  0.007
S 2.6237 0.9035 -1.1313  0.288
H -1.0994 -3.9144 2.0116  0.000
C -3.4874 0.3923 -3.0189  0.001
O -1.2806 -0.0947 1.7424  0.008
H 0.5616 -0.0660 4.2012  0.000
C -2.2113 -0.0077 -2.6546  0.008
N 1.2633 2.9380 0.0695  0.005
O -0.5507 -4.2278 -0.1582  0.005
C -3.0770 2.4567 -1.8867  0.001
H -4.9196 1.9856 -2.8790  0.000

The multiplicity is 3. The calculation puts the lowest unoccupied orbital energy (spin up / spin down) at -0.8 / -1.6 eV. The value obtained for the HOMO-LUMO gap (spin up / spin down) is 7.4 / 6.8 eV. The HOMO energy (spin up / spin down) is -8.17 / -8.33 eV.

***

(3)
Here is a 2-piece molecular cluster, C10H15N3S overall from OMol25. Energies are from the ωB97M-V functional and the def2-TZVPD basis.

Last column: Mulliken charge in e.
Positions of all 29 atoms, in Å:
H -2.7193 -3.3315 -0.1724  0.244
H 3.2504 -0.9461 -1.1524  0.488
C -1.7475 -0.9486 1.3194  -1.379
H 2.0415 1.1988 -1.1238  0.346
C -0.9536 -0.2739 0.2547  0.368
S -3.4884 -1.2666 0.7915  -0.053
C -0.1646 -0.9683 -0.5341  0.551
N 0.4100 -1.6874 -1.3165  -0.581
H -0.2483 3.7240 -1.4366  0.448
C 4.2935 -0.6835 0.7486  -1.132
H -1.3090 -1.9122 1.5792  0.469
H -2.8985 1.5416 1.1342  0.369
H 1.4009 -1.8834 -1.2464  0.295
N -1.1481 1.0960 0.0142  0.696
C 3.3652 -0.2393 -0.3374  0.178
N -0.3192 1.7483 -0.8009  -0.922
C -3.1809 -2.4287 -0.5634  -0.761
H 3.8011 -1.4226 1.3877  0.228
C -2.1197 1.9016 0.4932  -0.041
H -2.5385 -1.9608 -1.3055  0.236
C -1.8959 3.1490 -0.0428  -0.906
H 5.1859 -1.1470 0.3296  0.318
C 2.7280 0.9163 -0.3463  -0.958
C -0.7571 2.9915 -0.8413  -0.238
H -1.8290 -0.3310 2.2125  0.450
H -2.4627 4.0412 0.1236  0.415
H -4.1481 -2.6592 -0.9973  0.361
H 2.8652 1.6253 0.4545  0.185
H 4.5871 0.1565 1.3743  0.327

The calculation puts the lowest unoccupied orbital energy at 0.8 eV. The value obtained for the HOMO-LUMO gap is 8.9 eV. The HOMO energy is -8.07 eV. Its SMILES is CSCC(=C=N)n1cccn1.C=CC.

***

(4)
Here is a 2-piece molecular cluster, C10H15NO overall from OMol25. Energies are from the ωB97M-V functional and the def2-TZVPD basis.

Last column: Mulliken charge in e.
Positions of all 27 atoms, in Å:
H -0.1069 3.0119 3.0620  0.254
H -1.7197 1.1521 -1.6371  0.301
H -0.7165 3.4222 1.5239  0.285
H 1.3673 0.3265 -0.9895  0.360
C -0.3057 -0.1773 -2.1719  0.840
H 2.1013 -2.0624 -0.6582  0.415
H 0.6053 -3.8405 -1.8882  0.251
H 1.2013 -0.1472 1.4952  0.078
C -0.8261 1.2099 -2.2727  -1.419
H -1.2528 -3.2575 -3.0202  0.329
H -0.0290 0.8371 4.2178  0.269
C 0.3206 -2.7960 -1.6634  -0.575
H 1.8824 0.9856 2.5582  0.302
C 0.9045 0.5945 2.2243  -0.152
H -0.1737 1.9580 -1.7674  0.270
H -1.8544 -0.9250 -3.5513  0.374
C 0.3448 0.0342 3.5815  -1.119
N -0.0672 2.8604 2.0630  -0.498
H 0.9719 -0.7628 4.0184  0.365
H -0.4790 -0.5938 3.2463  0.326
C -0.2063 1.5031 1.7541  0.446
C -1.1035 -1.1660 -2.7950  -0.628
C -0.7955 -2.4691 -2.4510  -0.224
O -1.1640 1.0256 1.1923  -0.557
C 1.2390 -1.8324 -1.2867  -0.387
H -1.0217 1.6190 -3.2607  0.419
C 0.8835 -0.5101 -1.5238  -0.324

The calculation puts the lowest unoccupied orbital energy at 0.9 eV. The value obtained for the HOMO-LUMO gap is 9.6 eV. The HOMO energy is -8.69 eV. Its SMILES is Cc1ccccc1.CCC(N)=O.

***

(5)
Here is a 2-piece molecular cluster, C10H15NO overall from OMol25. Energies are from the ωB97M-V functional and the def2-TZVPD basis.

Last column: Mulliken charge in e.
Positions of all 27 atoms, in Å:
C 1.7819 3.2488 -0.0371  -0.392
H 3.0802 0.1839 0.3353  0.351
C -2.6036 -1.3225 0.9426  0.655
C 0.0500 1.5980 -0.2438  -0.100
H -0.9695 -2.3830 1.7908  0.331
H -0.1710 -1.9542 -2.2131  0.389
H 1.2324 -1.5228 -0.0431  0.494
C 0.4879 -1.0878 -2.0654  -1.280
H -3.4085 -2.6414 -0.4887  0.240
C 2.3084 0.9182 0.1273  -0.386
H -0.7527 -0.6586 1.8998  0.221
C 2.7043 2.2521 0.2494  -0.541
O -3.4483 -0.4665 0.8990  -0.598
H -1.7250 -2.7629 -0.2222  0.210
N -2.6196 -2.4293 0.0968  -0.383
H -0.0692 -0.2811 -2.5361  0.336
H 2.1263 4.2621 -0.2055  0.387
H 1.4513 -1.3855 -2.4674  0.354
H -0.2782 3.7371 -0.1959  0.389
H -0.9859 1.2880 -0.1756  0.368
C -1.4879 -1.4579 1.9864  -0.842
H -1.9506 -1.4069 2.9688  0.334
C 0.4336 2.9205 -0.1820  -0.590
H -0.4087 -0.9929 -0.1101  -1.303
C 1.0323 0.5869 -0.2834  0.222
H 3.6223 2.5779 0.7223  0.358
C 0.5682 -0.8200 -0.5489  0.776

The calculation puts the lowest unoccupied orbital energy at 0.8 eV. The value obtained for the HOMO-LUMO gap is 9.7 eV. The HOMO energy is -8.99 eV. Its SMILES is CCc1ccccc1.CC(N)=O.

***

(6)
Here is the molecule C10H15NO from OMol25. Energies are from the ωB97M-V functional and the def2-TZVPD basis.

Last column: Löwdin spin population.
Positions of all 27 atoms, in Å:
N 0.3366 0.9919 0.0555  0.072
C 0.1155 -1.6231 -0.7062  0.364
H 3.0267 1.0797 0.6312  0.013
H 2.9194 -0.4930 1.4656  0.002
C 1.3822 -1.2092 -0.2838  0.060
C 1.2960 -0.0079 0.3625  0.320
H -2.3187 0.7973 1.6729  0.000
H -1.0189 -2.7100 -2.3240  0.001
C 0.9509 2.2779 0.1967  0.006
H 0.1668 2.8680 -0.2521  0.001
H 2.1139 0.8999 2.0979  0.016
O -1.3692 2.0635 -0.7488  0.087
C -2.8074 0.0962 1.0576  0.021
C -1.8166 -0.2861 -0.0881  0.108
C -0.9846 0.9922 -0.3429  0.089
H -0.3694 -1.0294 1.2195  0.033
H 0.9130 2.6075 1.2415  0.000
H -3.0681 -0.8744 1.5695  0.004
H 2.0039 2.3357 -0.1728  0.001
H -2.3380 -0.6692 -1.0160  0.017
H 2.2816 -1.7294 -0.4499  0.008
H -3.6884 0.6217 0.6320  0.002
H 0.1217 -1.2403 -2.7914  0.026
C 2.4627 0.4092 1.1461  0.057
C -0.1343 -2.1619 -2.0721  0.056
H 0.5766 -2.8735 -2.3586  0.006
C -0.7540 -1.1333 0.2580  0.631

The multiplicity is 3. The calculation puts the lowest unoccupied orbital energy (spin up / spin down) at 0.9 / -1.5 eV. The value obtained for the HOMO-LUMO gap (spin up / spin down) is 6.2 / 7.2 eV. The HOMO energy (spin up / spin down) is -5.33 / -8.61 eV.

***

(7)
Here is the molecule C10H15NOS from OMol25. Energies are from the ωB97M-V functional and the def2-TZVPD basis.

Last column: Mulliken charge in e.
Positions of all 28 atoms, in Å:
H 0.9742 1.1876 1.1872  0.189
H -3.4750 0.8463 -0.6826  0.249
C -2.4809 1.7728 1.1050  -0.726
H -0.9389 2.6986 2.1794  0.339
H -3.3620 1.8650 1.6735  0.354
C 1.3844 -0.2063 -1.6313  0.634
H 2.4146 -2.2147 -1.8621  0.294
C -2.8327 0.4938 0.2687  -0.728
H 3.3412 -0.1692 0.5005  0.131
C -1.6816 -0.2266 -0.2189  -0.427
H 0.1446 2.2107 -0.0644  0.314
H 2.2243 -3.0761 1.3483  0.280
C -1.1941 1.7496 1.7596  -0.810
H 2.9208 -0.8606 -3.1597  0.336
C 2.1351 -1.2739 -2.4456  -1.060
H -2.3467 2.6755 0.4898  0.295
C 2.0993 -2.1304 0.7934  -0.421
C 0.8758 -1.7801 0.3175  -0.326
C -0.1026 1.4422 0.6980  -0.341
H -0.0041 -2.1858 0.6038  0.492
N 0.6549 -0.6385 -0.5167  0.382
H -1.9833 -1.0928 -0.7379  0.538
H 1.3902 -1.5387 -3.2599  0.280
H -1.1114 0.8945 2.4063  0.360
O 1.2635 0.9509 -2.0782  -0.598
S 3.6611 -1.4599 0.6178  -0.155
H -3.5485 -0.0943 0.7811  0.469
C -0.4221 0.1606 -0.0725  -0.343

The calculation puts the lowest unoccupied orbital energy at 0.7 eV. The value obtained for the HOMO-LUMO gap is 9.1 eV. The HOMO energy is -8.36 eV. Its SMILES is CC(=O)N(/C=C\S)C1=CCCCC1.

***

(8)
Here is an isolated ion of composition C10H15O2 and charge +1 from OMol25. Energies are from the ωB97M-V functional and the def2-TZVPD basis.

Last column: Mulliken charge in e.
Positions of all 27 atoms, in Å:
H 2.3664 -0.1036 0.8513  0.208
C -1.4682 -0.8216 0.9519  -1.378
C -1.0080 0.6110 1.2481  0.275
H 1.6066 1.8489 -0.4939  0.434
C -0.2601 0.9432 -1.1116  0.370
C -0.7900 -0.4604 -1.4414  -0.767
O -2.9389 0.6515 -1.1770  -0.465
H 0.5684 -0.0319 2.5724  0.456
C 1.3212 -0.0428 0.5329  0.502
H -2.5335 -0.7944 0.7214  0.394
C 0.8171 -1.4419 0.1779  -1.309
H 0.8519 1.5728 1.8959  0.457
H -0.3602 1.6129 -1.9700  0.505
H 0.9225 -2.1089 1.0317  0.464
H 1.4125 -1.8508 -0.6386  0.472
H -1.6000 1.0548 2.0488  0.518
C 1.2360 0.8446 -0.6993  -1.266
H -1.0200 -2.3727 -0.4740  0.337
H -0.2736 -0.9039 -2.2991  0.451
H -1.3181 -1.4492 1.8294  0.549
C -0.6650 -1.3708 -0.2189  0.228
H -2.2456 -0.0187 -2.7991  0.528
O -2.2127 -0.3415 -1.8659  -0.109
H -1.3258 2.4613 0.0915  0.311
C -0.9866 1.4349 0.0585  -0.387
C 0.5037 0.5657 1.6630  -1.241
H 1.8089 0.4345 -1.5307  0.461

The calculation puts the lowest unoccupied orbital energy at -5.2 eV. Its total charge is +1. The value obtained for the HOMO-LUMO gap is 8.7 eV. The HOMO energy is -13.86 eV.

***

(9)
Here is an isolated ion of composition C10H15O2 and charge +1 from OMol25. Energies are from the ωB97M-V functional and the def2-TZVPD basis.

Last column: Mulliken charge in e.
Positions of all 27 atoms, in Å:
C 0.4289 0.5703 1.2395  -0.203
H -1.7727 0.7954 1.9670  0.432
H 1.1529 0.6061 -2.2026  0.603
C 0.5100 -0.9454 1.4202  -1.186
C 0.6130 0.3102 -1.3190  0.213
C -0.8529 0.8687 -1.4471  -1.049
H -0.8859 2.0228 -1.5689  0.406
H 1.1009 2.1464 0.0188  0.473
C 1.1104 1.0264 0.0101  -0.446
H -2.1202 -1.6044 -1.0026  0.357
H 3.3133 1.0900 -0.5654  0.505
H -1.1575 2.0604 1.0942  0.481
C -1.5790 -1.1647 -0.0349  -0.886
H 0.6773 -1.7657 -1.8932  0.468
H -0.0829 -1.3681 2.2724  0.485
H -2.7454 0.6185 -0.3277  0.253
O 2.5661 0.7183 0.2161  -0.134
H 1.5657 -1.2801 1.5016  0.490
C 0.0140 -1.6279 0.1542  0.010
H -1.4292 0.5516 -2.3827  0.363
O 2.8513 -0.5801 -0.0057  -0.578
C -1.1244 0.9730 1.0787  -1.345
H -2.0651 -1.5911 0.8886  0.426
H 0.9017 1.0593 2.0492  0.478
C -1.6412 0.3575 -0.2175  0.423
C 0.5045 -1.1538 -1.1132  -0.559
H 0.1463 -2.6936 0.1698  0.519

The calculation puts the lowest unoccupied orbital energy at -5.4 eV. Its total charge is +1. The value obtained for the HOMO-LUMO gap is 7.6 eV. The HOMO energy is -12.92 eV.